one:
{
  "formula": "C4H5N3O",
  "method": "ωB97M-V/def2-TZVPD",
  "lumo_ha": 0.0064,
  "orbital_gap_ha": 0.3421,
  "total_charge": 0,
  "symbols": ["C", "C", "C", "C", "H", "H", "H", "H", "H", "N", "N", "N", "O"],
  "positions_angstrom": [[0.627, -0.280, -0.169], [0.001, -1.669, -0.324], [-2.084, -0.374, -0.442], [-1.459, 0.733, -0.573], [2.725, 0.998, 2.154], [1.687, 1.904, 0.304], [0.758, -2.513, -0.435], [-3.212, -0.704, -0.270], [-2.008, 1.809, -0.348], [2.566, 0.982, 0.777], [1.701, -0.186, 0.473], [-1.269, -1.652, -0.473], [-0.032, 0.951, -0.673]],
  "lowdin_charge": [-0.317, -0.083, -0.116, -0.150, 0.206, 0.187, 0.137, 0.151, 0.174, -0.080, -0.085, 0.042, -0.066]
}


two:
{
  "formula": "C4H5N3O",
  "method": "ωB97M-V/def2-TZVPD",
  "lumo_ha": -0.0279,
  "orbital_gap_ha": 0.2882,
  "total_charge": 0,
  "symbols": ["C", "C", "C", "C", "H", "H", "H", "H", "H", "N", "N", "N", "O"],
  "positions_angstrom": [[0.320, -0.598, 0.415], [1.487, -0.123, 1.014], [-0.250, 0.495, -0.308], [-1.232, 0.541, -1.348], [-1.422, -1.756, 1.467], [0.497, -2.241, 1.484], [2.239, -0.518, 1.597], [-1.998, -0.262, -1.726], [-0.482, 2.124, -1.631], [-0.279, -1.931, 0.798], [1.598, 1.228, 0.529], [0.654, 1.434, -0.191], [-1.131, 1.606, -2.100]],
  "lowdin_charge": [-0.292, -0.050, -0.281, -0.002, 0.214, 0.069, 0.067, 0.182, 0.083, -0.025, 0.021, -0.071, 0.086]
}


Quick ranking, most stable first: two, one.


one:
{
  "formula": "C4H12N2S",
  "method": "ωB97M-V/def2-TZVPD",
  "lumo_ha": 0.0244,
  "orbital_gap_ha": 0.3658,
  "total_charge": 0,
  "smiles": "[H]/N=C/N.CCCS",
  "symbols": ["H", "N", "C", "N", "H", "H", "H", "C", "C", "C", "S", "H", "H", "H", "H", "H", "H", "H", "H"],
  "positions_angstrom": [[0.773, 0.324, 1.335], [1.723, -0.039, 1.367], [2.351, 0.491, 0.422], [3.787, 0.427, 0.252], [1.879, 1.054, -0.395], [4.091, 1.392, 0.148], [3.885, 0.087, -0.706], [-2.241, -2.436, -0.105], [-1.269, -1.285, -0.437], [-1.738, 0.004, 0.175], [-1.009, 1.413, -0.721], [-1.860, -3.411, -0.394], [-3.155, -2.233, -0.669], [-2.473, -2.418, 0.961], [-0.288, -1.560, -0.051], [-1.176, -1.206, -1.526], [-1.424, 0.052, 1.222], [-2.816, 0.135, 0.135], [-1.546, 2.427, -0.020]],
  "lowdin_charge": [0.001, 0.111, -0.381, 0.010, 0.072, 0.065, 0.065, -0.105, -0.355, -0.590, 0.704, 0.069, 0.073, 0.075, 0.092, 0.098, 0.069, 0.069, -0.142]
}


two:
{
  "formula": "C4H12N2S",
  "method": "ωB97M-V/def2-TZVPD",
  "lumo_ha": 0.0340,
  "orbital_gap_ha": 0.3421,
  "total_charge": 0,
  "smiles": "CNC[C@@H](N)CS",
  "symbols": ["C", "N", "C", "C", "N", "C", "S", "H", "H", "H", "H", "H", "H", "H", "H", "H", "H", "H", "H"],
  "positions_angstrom": [[-2.877, -0.266, 0.832], [-1.715, 0.251, 0.034], [-0.493, -0.527, 0.123], [0.706, 0.222, -0.506], [0.747, 1.593, -0.327], [2.012, -0.573, -0.200], [3.259, -0.220, -1.323], [-3.008, -1.259, 0.994], [-3.877, 0.144, 0.445], [-2.810, 0.222, 1.733], [-2.014, 0.655, -0.905], [-0.380, -0.610, 1.211], [-0.598, -1.429, -0.395], [0.423, -0.007, -1.556], [1.571, 2.012, -0.754], [0.706, 2.045, 0.551], [2.238, -0.181, 0.797], [1.728, -1.608, -0.040], [4.382, -0.465, -0.715]],
  "lowdin_charge": [-0.113, -0.136, -0.225, -0.517, 0.044, -0.610, 0.767, 0.030, 0.105, 0.034, 0.135, 0.129, 0.096, 0.133, 0.068, 0.071, 0.084, 0.072, -0.168]
}


three:
{
  "formula": "C4H12N2S",
  "method": "ωB97M-V/def2-TZVPD",
  "lumo_ha": 0.0364,
  "orbital_gap_ha": 0.3591,
  "total_charge": 0,
  "smiles": "C[C@H](CS)NCN",
  "symbols": ["C", "C", "C", "S", "N", "C", "N", "H", "H", "H", "H", "H", "H", "H", "H", "H", "H", "H", "H"],
  "positions_angstrom": [[-0.998, -1.522, 0.486], [-0.652, -0.141, -0.087], [-1.122, -0.059, -1.545], [-2.811, 0.624, -1.767], [0.773, 0.161, -0.056], [1.314, 0.580, 1.225], [2.717, 0.907, 0.993], [-1.101, -1.490, 1.567], [-1.960, -1.872, 0.104], [-0.259, -2.289, 0.263], [-1.178, 0.609, 0.498], [-0.477, 0.554, -2.148], [-1.100, -1.045, -2.009], [-2.484, 1.519, -2.700], [1.337, -0.614, -0.385], [0.780, 1.460, 1.516], [1.236, -0.181, 2.004], [2.788, 1.558, 0.225], [3.197, 1.240, 1.814]],
  "lowdin_charge": [-0.064, -0.471, -0.523, 0.686, -0.055, -0.326, -0.002, 0.070, 0.074, 0.080, 0.119, 0.059, 0.066, -0.163, 0.115, 0.102, 0.112, 0.063, 0.059]
}


Quick ranking, most stable first: three, one, two.


one:
{
  "formula": "C4H12N2S",
  "method": "ωB97M-V/def2-TZVPD",
  "lumo_ha": 0.0317,
  "orbital_gap_ha": 0.3559,
  "total_charge": 0,
  "smiles": "C=CCC.NSN",
  "symbols": ["C", "C", "C", "C", "H", "H", "H", "H", "H", "H", "H", "H", "N", "S", "N", "H", "H", "H", "H"],
  "positions_angstrom": [[0.199, -0.369, 0.120], [1.168, 0.074, -0.769], [2.694, -0.021, -0.666], [3.561, 1.116, -1.193], [-0.797, -0.297, -0.066], [0.427, -0.824, 1.063], [0.872, 0.658, -1.656], [2.844, -0.969, -1.107], [2.938, -0.267, 0.424], [3.284, 2.132, -0.785], [4.542, 1.007, -1.060], [3.408, 1.136, -2.324], [-3.414, -1.071, 1.491], [-4.166, 0.068, 0.378], [-4.026, -0.807, -1.090], [-2.877, -0.418, 2.193], [-4.207, -1.545, 2.008], [-3.420, -0.612, -1.857], [-4.965, -1.095, -1.483]],
  "lowdin_charge": [0.017, -0.160, -0.283, -0.108, -0.019, 0.045, 0.093, 0.083, 0.124, 0.095, 0.006, 0.096, -0.379, 0.671, -0.386, 0.048, 0.018, 0.002, 0.038]
}


two:
{
  "formula": "C4H12N2S",
  "method": "ωB97M-V/def2-TZVPD",
  "lumo_ha": 0.0363,
  "orbital_gap_ha": 0.3418,
  "total_charge": 0,
  "smiles": "C/N=N/C.CSC",
  "symbols": ["C", "N", "N", "C", "H", "H", "H", "H", "H", "H", "C", "S", "C", "H", "H", "H", "H", "H", "H"],
  "positions_angstrom": [[2.150, 1.845, 0.503], [0.887, 1.562, 0.070], [0.199, 2.570, -0.101], [-1.127, 2.472, -0.514], [2.396, 2.792, 0.831], [2.893, 1.731, -0.328], [2.365, 1.126, 1.221], [-1.782, 2.245, 0.287], [-1.471, 1.611, -1.187], [-1.479, 3.459, -0.927], [0.244, -3.668, 0.219], [-0.324, -2.082, 1.056], [-1.312, -1.060, -0.186], [1.036, -3.449, -0.539], [0.521, -4.411, 0.838], [-0.676, -3.894, -0.310], [-2.003, -0.582, 0.533], [-0.628, -0.495, -0.700], [-1.890, -1.772, -0.766]],
  "lowdin_charge": [-0.147, -0.047, -0.063, -0.153, 0.053, 0.108, 0.058, 0.058, 0.090, 0.090, -0.378, 0.672, -0.380, 0.045, -0.026, 0.010, 0.030, -0.047, 0.027]
}


Quick ranking, most stable first: one, two.


one:
{
  "formula": "C4H12N2S",
  "method": "ωB97M-V/def2-TZVPD",
  "lumo_ha": [-0.0178, -0.0172],
  "orbital_gap_ha": [0.2701, 0.2685],
  "total_charge": 0,
  "symbols": ["C", "C", "C", "C", "N", "N", "S", "H", "H", "H", "H", "H", "H", "H", "H", "H", "H", "H", "H"],
  "positions_angstrom": [[2.300, 0.207, -0.426], [-2.344, 1.020, -0.047], [1.434, -1.050, -0.351], [-0.899, 0.743, -0.340], [0.268, 0.224, 1.993], [-1.662, -2.292, -0.151], [-0.183, -0.523, 0.718], [1.988, 1.143, -0.915], [2.697, 0.489, 0.651], [3.211, 0.041, -0.842], [-2.792, 0.132, -0.254], [-2.468, 1.322, 0.903], [-2.832, 1.603, -0.846], [1.753, -1.922, 0.173], [1.186, -1.359, -1.287], [-0.447, 1.761, -0.178], [-0.941, 0.450, -1.406], [0.769, -0.362, 2.655], [-2.068, -2.962, 0.491]],
  "lowdin_charge": [-0.164, -0.157, -0.277, -0.427, -0.359, -0.019, 0.866, 0.077, 0.108, 0.015, 0.011, 0.039, 0.102, 0.063, 0.030, 0.110, 0.105, -0.011, -0.111]
}


two:
{
  "formula": "C4H12N2S",
  "method": "ωB97M-V/def2-TZVPD",
  "lumo_ha": 0.0131,
  "orbital_gap_ha": 0.2755,
  "total_charge": 0,
  "symbols": ["N", "C", "N", "H", "H", "H", "H", "H", "C", "C", "C", "S", "H", "H", "H", "H", "H", "H", "H"],
  "positions_angstrom": [[1.815, -0.809, 0.145], [1.807, -0.329, -1.038], [2.181, -0.960, -2.162], [2.118, -1.770, 0.247], [1.351, -0.027, 1.043], [1.455, 0.691, -1.156], [2.114, -0.490, -3.039], [2.257, -1.961, -2.185], [-1.751, 1.006, -0.409], [-1.584, -0.089, 0.639], [-0.958, 0.386, 1.953], [0.654, 1.235, 1.816], [-2.495, 1.740, -0.102], [-2.035, 0.598, -1.380], [-0.801, 1.532, -0.529], [-2.581, -0.486, 0.866], [-1.014, -0.931, 0.235], [-0.869, -0.435, 2.662], [-1.664, 1.099, 2.392]],
  "lowdin_charge": [0.053, -0.287, 0.125, 0.105, -0.108, 0.127, 0.098, 0.107, -0.145, -0.351, -0.632, 0.475, 0.072, 0.063, 0.023, 0.097, 0.078, 0.049, 0.052]
}


three:
{
  "formula": "C4H12N2S",
  "method": "ωB97M-V/def2-TZVPD",
  "lumo_ha": 0.0229,
  "orbital_gap_ha": 0.3427,
  "total_charge": 0,
  "symbols": ["C", "C", "C", "C", "N", "N", "S", "H", "H", "H", "H", "H", "H", "H", "H", "H", "H", "H", "H"],
  "positions_angstrom": [[0.532, -1.084, -2.012], [-1.425, 0.278, -1.453], [0.908, 1.220, -1.054], [0.048, 0.073, -1.572], [1.616, -0.558, 3.127], [-1.174, -0.056, 2.511], [0.457, -0.824, 2.091], [1.654, -1.263, -2.040], [-1.215, 0.930, 2.306], [-0.032, -1.937, -2.317], [-1.841, 0.072, -0.491], [-2.067, -0.298, -2.088], [-1.457, 1.366, -1.849], [1.111, 0.991, 0.074], [1.882, 1.016, -1.590], [0.566, 2.288, -1.084], [2.238, 0.206, 2.843], [-1.833, -0.475, 1.843], [0.029, -1.945, 2.755]],
  "lowdin_charge": [0.014, -0.081, -0.082, -0.469, -0.438, -0.258, 0.783, 0.083, 0.000, 0.049, 0.044, 0.064, 0.111, 0.064, 0.085, 0.085, -0.043, -0.002, -0.007]
}


four:
{
  "formula": "C4H12N2S",
  "method": "ωB97M-V/def2-TZVPD",
  "lumo_ha": [-0.0129, 0.0033],
  "orbital_gap_ha": [0.2671, 0.3486],
  "total_charge": 0,
  "symbols": ["C", "C", "C", "C", "N", "N", "S", "H", "H", "H", "H", "H", "H", "H", "H", "H", "H", "H", "H"],
  "positions_angstrom": [[-0.976, 1.556, 0.206], [0.734, 1.133, -1.504], [-0.944, -0.842, -0.762], [-0.148, 0.476, -0.449], [2.039, -0.999, -0.090], [-0.370, -1.394, 2.795], [1.235, 0.037, 0.704], [-1.890, 1.819, -0.540], [-1.521, 1.208, 1.088], [-0.257, 2.333, 0.533], [0.353, 2.033, -2.064], [1.179, 0.484, -2.282], [1.721, 1.375, -0.989], [-1.614, -1.175, 0.099], [-1.723, -0.988, -1.598], [-0.237, -1.657, -1.004], [2.743, -1.388, 0.543], [-0.750, -2.146, 2.066], [0.425, -1.866, 3.248]],
  "lowdin_charge": [-0.129, -0.166, -0.112, -0.786, -0.369, -0.006, 0.884, 0.145, 0.063, 0.081, 0.097, 0.079, 0.051, 0.072, 0.096, 0.054, -0.010, 0.008, -0.054]
}


Quick ranking, most stable first: two, three, four, one.


one:
{
  "formula": "C4H12N2S",
  "method": "ωB97M-V/def2-TZVPD",
  "lumo_ha": 0.0331,
  "orbital_gap_ha": 0.3210,
  "total_charge": 0,
  "smiles": "C=C(C)C.NSN",
  "symbols": ["C", "C", "C", "C", "H", "H", "H", "H", "H", "H", "H", "H", "N", "S", "N", "H", "H", "H", "H"],
  "positions_angstrom": [[1.811, 0.134, 0.917], [0.662, -0.493, 0.753], [-0.388, -0.791, 1.833], [0.658, -1.344, -0.500], [2.657, 0.085, 0.203], [1.974, 0.836, 1.771], [-0.850, 0.137, 2.251], [-0.096, -1.422, 2.665], [-1.158, -1.207, 1.208], [-0.332, -1.742, -0.847], [1.011, -0.842, -1.343], [1.275, -2.266, -0.525], [-2.195, 0.959, -1.085], [-0.959, 1.938, -0.492], [0.149, 1.918, -1.822], [-2.769, 1.364, -1.827], [-2.315, 0.162, -0.548], [0.545, 0.979, -1.862], [0.841, 2.615, -1.599]],
  "lowdin_charge": [-0.017, -0.461, -0.064, -0.107, 0.076, 0.077, 0.081, 0.076, 0.043, 0.086, 0.022, 0.091, -0.330, 0.734, -0.316, 0.043, -0.025, -0.015, 0.005]
}


two:
{
  "formula": "C4H12N2S",
  "method": "ωB97M-V/def2-TZVPD",
  "lumo_ha": 0.0351,
  "orbital_gap_ha": 0.3676,
  "total_charge": 0,
  "smiles": "NC[C@@H](N)CCS",
  "symbols": ["N", "C", "C", "N", "C", "C", "S", "H", "H", "H", "H", "H", "H", "H", "H", "H", "H", "H", "H"],
  "positions_angstrom": [[1.129, 2.370, -0.814], [0.829, 0.922, -0.764], [-0.060, 0.515, 0.436], [-1.107, 1.526, 0.647], [-0.732, -0.857, 0.211], [0.235, -2.016, 0.020], [-0.693, -3.558, -0.263], [0.604, 2.964, -0.166], [0.929, 2.952, -1.636], [1.833, 0.282, -0.694], [0.424, 0.594, -1.726], [0.558, 0.440, 1.352], [-1.612, 1.266, 1.485], [-0.633, 2.372, 0.931], [-1.494, -0.905, 0.998], [-1.324, -0.837, -0.745], [0.765, -1.890, -0.964], [1.061, -2.246, 0.687], [-0.712, -3.893, 1.004]],
  "lowdin_charge": [-0.026, -0.241, -0.422, 0.024, -0.267, -0.581, 0.702, 0.041, 0.072, 0.136, 0.105, 0.139, 0.069, 0.048, 0.106, 0.121, 0.072, 0.072, -0.170]
}


Quick ranking, most stable first: two, one.


one:
{
  "formula": "C4H8N2O3",
  "method": "ωB97M-V/def2-TZVPD",
  "lumo_ha": 0.0022,
  "orbital_gap_ha": 0.3069,
  "total_charge": 0,
  "smiles": "[H]/N=C\\C(C)=O.NC(=O)O",
  "symbols": ["H", "N", "C", "C", "C", "O", "H", "H", "H", "H", "N", "C", "O", "O", "H", "H", "H"],
  "positions_angstrom": [[-1.006, -1.742, -1.427], [-0.306, -2.265, -0.905], [0.525, -1.602, -0.252], [-0.041, -0.397, 0.976], [-1.520, -0.360, 1.212], [0.832, -0.008, 1.722], [1.349, -2.083, 0.266], [-1.757, 0.453, 1.898], [-1.850, -1.306, 1.640], [-2.030, -0.192, 0.263], [0.834, 2.245, -0.611], [0.340, 1.010, -0.958], [-0.709, 0.815, -1.517], [1.504, 0.069, -1.183], [1.438, 2.281, 0.197], [0.244, 3.022, -0.867], [2.153, 0.060, -0.454]],
  "lowdin_charge": [0.057, 0.092, -0.193, -0.390, -0.022, 0.047, 0.103, 0.089, 0.096, 0.072, 0.182, -0.557, 0.114, -0.019, 0.110, 0.118, 0.101]
}


two:
{
  "formula": "C4H8N2O3",
  "method": "ωB97M-V/def2-TZVPD",
  "lumo_ha": -0.0232,
  "orbital_gap_ha": 0.3164,
  "total_charge": 0,
  "symbols": ["C", "C", "C", "O", "N", "O", "H", "H", "H", "H", "H", "N", "C", "O", "H", "H", "H"],
  "positions_angstrom": [[1.932, -1.060, -0.354], [0.923, 1.399, -0.412], [1.060, -0.083, 0.385], [-0.216, 1.969, -0.214], [1.169, -0.004, 1.666], [1.889, 1.777, -1.004], [-0.918, 1.196, 0.164], [0.481, 0.621, 2.088], [2.972, -0.734, -0.318], [1.863, -2.035, 0.124], [1.637, -1.126, -1.401], [-2.622, -0.374, -0.666], [-1.777, -0.221, 0.375], [-2.084, -0.236, 1.544], [-3.619, -0.390, -0.501], [-2.306, -0.322, -1.619], [-0.382, -0.376, 0.143]],
  "lowdin_charge": [-0.050, -0.503, -0.431, 0.092, 0.174, 0.137, 0.128, 0.069, 0.090, 0.082, 0.081, 0.150, -0.467, 0.057, 0.119, 0.108, 0.164]
}


three:
{
  "formula": "C4H8N2O3",
  "method": "ωB97M-V/def2-TZVPD",
  "lumo_ha": [-0.0006, -0.0007],
  "orbital_gap_ha": [0.2970, 0.2970],
  "total_charge": 0,
  "symbols": ["C", "C", "C", "C", "N", "O", "O", "N", "O", "H", "H", "H", "H", "H", "H", "H", "H"],
  "positions_angstrom": [[1.600, 0.233, 1.042], [-1.326, -1.871, 0.200], [0.995, -0.949, 0.364], [0.801, 0.937, -0.025], [-1.140, 1.690, -0.877], [-0.449, -1.091, 0.976], [1.457, 1.616, -1.005], [-0.518, 1.204, 0.185], [1.480, -1.847, -0.296], [1.062, 2.504, -1.044], [-2.104, 1.951, -0.678], [-1.070, 1.149, -1.743], [1.250, 0.413, 2.058], [2.675, 0.294, 0.870], [-2.035, -1.203, -0.318], [-0.805, -2.468, -0.558], [-1.871, -2.562, 0.850]],
  "lowdin_charge": [0.027, -0.127, -0.390, -0.401, 0.003, -0.167, 0.055, 0.029, 0.122, 0.115, 0.099, 0.119, 0.137, 0.139, 0.075, 0.080, 0.084]
}


Quick ranking, most stable first: one, two, three.